(1)
Computed, not measured: C55H58Cl2N13O3STi as an isolated structure, with the ωB97M-V functional and the def2-TZVPD basis.

Computed properties:
orbital gap: 4.653 eV
E_tot: -5235.606732 Ha
HOMO level: -13.156 eV
molar mass: 1099.997 g/mol
net charge: +3

Last column: Mulliken charge in e.
Element x y z (Å)
Ti  1.254147  0.514060  -0.409202  -0.36
C  -10.424191  0.049151  7.047755  -0.85
O  -9.091695  -0.104670  7.534009  -0.45
C  -8.080102  -0.038295  6.665220  0.89
C  -6.800658  -0.195064  7.216796  -0.79
C  -5.694865  -0.156597  6.404575  -0.47
C  -5.827189  0.043323  5.024041  0.27
C  -7.102889  0.211214  4.487024  -0.79
C  -8.225720  0.172552  5.291928  -0.51
C  -4.680725  0.079669  4.136334  0.26
N  -4.708204  0.403436  2.853132  -0.86
C  -3.423343  0.299364  2.431831  1.07
C  -2.580618  -0.091670  3.456534  -0.37
N  -3.403006  -0.224703  4.546155  -0.05
C  -1.187381  -0.267817  3.268789  0.64
C  -0.275246  -0.676412  4.257537  -0.70
C  1.048316  -0.810573  3.934296  -1.70
C  1.467793  -0.523706  2.631998  0.07
N  0.638204  -0.113006  1.682211  1.59
C  -0.678898  -0.001917  1.976149  -0.59
C  -1.538147  0.415519  0.906026  -0.33
N  -0.961254  0.653330  -0.313069  1.56
C  -1.779789  0.985147  -1.306488  -0.58
C  -3.164134  1.110808  -1.179753  -1.49
C  -3.745114  0.900489  0.043139  -0.89
C  -2.917681  0.545479  1.120316  0.45
H  -11.066043  -0.039736  7.917458  0.25
H  -10.667344  -0.736681  6.330777  0.36
H  -10.559565  1.031518  6.592383  0.35
H  -6.711884  -0.341104  8.284013  0.45
H  -4.721864  -0.270252  6.868893  0.23
H  -7.214222  0.368851  3.423301  0.44
H  -9.201483  0.303658  4.849252  0.43
H  -3.161553  -0.560218  5.462549  0.22
H  -0.614919  -0.890299  5.262746  0.57
H  1.777590  -1.137820  4.661622  0.61
H  2.507141  -0.652118  2.368353  0.19
H  -1.324459  1.181776  -2.260427  0.25
H  -3.742680  1.380609  -2.052183  0.68
H  -4.810779  0.997148  0.206782  0.66
C  6.369331  -0.000187  -2.628111  -1.18
N  5.157936  0.538686  -2.012557  0.58
C  5.223065  1.933260  -1.624161  -0.63
C  4.049499  -0.187830  -1.842324  -1.15
N  3.204054  0.105799  -0.787800  1.69
C  3.806169  0.407300  0.462355  -0.54
C  4.836733  -0.390793  0.976402  -0.15
C  5.361931  -0.141247  2.225201  -1.15
C  4.827587  0.889921  3.002896  -1.07
C  3.784062  1.650096  2.522786  -0.20
C  3.265588  1.448241  1.233948  0.14
N  2.125447  2.132389  0.734200  1.56
C  1.977990  3.427784  1.151299  -0.93
N  0.784815  3.923464  1.494993  0.49
C  0.438853  5.332181  1.311345  -1.26
C  -0.299785  3.110946  2.007695  -1.48
N  3.027008  4.261517  1.292070  0.46
C  3.125962  5.179562  2.429068  -1.30
C  4.218870  4.213224  0.465282  -0.72
N  3.823134  -1.166205  -2.718126  0.31
C  4.077610  -0.963620  -4.147943  -1.18
C  3.162894  -2.422310  -2.407965  -0.72
H  7.216527  0.293586  -2.008150  0.43
H  6.520342  0.395250  -3.632956  0.38
H  6.317084  -1.084212  -2.667247  0.33
H  5.670283  2.504352  -2.439041  0.57
H  5.827044  2.064861  -0.724924  0.36
H  4.213328  2.289878  -1.459264  -0.61
H  5.223317  -1.204350  0.372638  0.59
H  6.172158  -0.747515  2.606453  0.49
H  5.217658  1.076793  3.994211  0.54
H  3.341642  2.409618  3.156093  0.56
H  -0.485816  5.382476  0.736137  0.48
H  1.226415  5.848719  0.772299  0.36
H  0.278874  5.825649  2.270608  0.35
H  -1.030121  2.883680  1.228446  0.49
H  -0.806259  3.671937  2.793688  0.61
H  0.100106  2.199399  2.437369  0.29
H  2.315446  5.007392  3.130752  0.39
H  3.110573  6.220843  2.106293  0.41
H  4.074917  4.989641  2.934193  0.45
H  3.949245  3.898323  -0.534970  0.09
H  4.985027  3.560971  0.890134  0.19
H  4.620696  5.223639  0.399503  0.57
H  3.153051  -1.190573  -4.681152  0.35
H  4.341597  0.070622  -4.344040  0.41
H  4.866591  -1.623805  -4.508123  0.39
H  3.367532  -2.707158  -1.382936  0.27
H  3.588392  -3.184575  -3.059712  0.57
H  2.089070  -2.374325  -2.585169  -0.23
Cl  2.437500  4.302024  -2.982597  -0.10
C  0.898080  4.965175  -2.439023  -0.70
Cl  -0.064494  3.741280  -1.569097  0.04
H  0.322213  5.283657  -3.299548  0.49
H  1.084262  5.789702  -1.761637  0.42
C  1.283149  -3.866213  0.312776  -1.75
C  1.578755  -2.519591  0.251228  -0.19
N  0.839916  -1.650968  -0.449234  2.45
C  -0.226449  -2.126324  -1.108621  -1.41
C  -0.564341  -3.470540  -1.158220  -0.03
C  0.204193  -4.352217  -0.404232  -0.14
C  -1.720893  -3.881737  -1.974905  -1.30
C  -1.773959  -4.901647  -2.834302  -0.68
C  -0.660094  -5.755251  -3.290800  0.64
C  -0.920951  -6.967183  -3.913035  -0.78
C  0.174545  -7.705927  -4.341983  -0.32
N  1.419899  -7.272993  -4.187440  -0.54
C  1.559095  -6.095012  -3.595776  -0.09
N  0.596387  -5.307406  -3.135036  -0.11
H  1.907501  -4.523942  0.901231  0.60
H  2.448517  -2.122394  0.757298  0.30
H  -0.809765  -1.411179  -1.668719  0.95
H  -0.054497  -5.402009  -0.370576  0.61
H  -2.616462  -3.281491  -1.850566  0.60
H  -2.732335  -5.112418  -3.295530  0.44
H  -1.930771  -7.325843  -4.055212  0.46
H  0.046966  -8.667891  -4.824333  0.43
H  2.578194  -5.738860  -3.478512  0.35
O  -2.863232  -1.611647  -7.672317  -0.45
C  -2.895026  -0.466337  -6.974769  0.58
O  -3.713794  0.374506  -7.195354  -0.51
C  -1.862441  -0.277633  -5.891118  0.89
C  -1.577758  1.035651  -5.524720  -1.15
C  -0.652856  1.297397  -4.533437  -0.02
C  -0.020310  0.242151  -3.871724  -0.36
S  1.273333  0.625761  -2.707564  0.29
C  -0.304982  -1.070547  -4.228006  -0.05
C  -1.225394  -1.323702  -5.237044  -1.55
H  -2.086964  -2.142596  -7.460820  0.31
H  -2.097015  1.837619  -6.032464  0.51
H  -0.421470  2.319061  -4.258949  0.54
H  0.179353  -1.904160  -3.734656  0.59
H  -1.454619  -2.356026  -5.475126  0.35

Force components x, y, z for each atom (eV/Å):
0.5 -0.6 0.2
0.0 0.0 0.0
0.0 0.0 0.0
0.0 0.0 0.1
0.0 0.0 -0.1
0.0 0.0 0.0
0.0 0.0 -0.1
0.0 0.0 0.1
0.0 0.0 0.0
0.0 0.0 0.0
0.0 0.0 0.0
0.0 0.0 0.0
0.0 0.0 -0.1
0.0 0.0 -0.1
0.0 0.0 -0.1
0.1 0.0 0.0
0.0 0.0 0.0
-0.1 0.0 0.0
0.2 0.1 0.1
-0.1 -0.1 0.0
0.0 -0.3 0.0
-0.1 0.2 0.2
0.1 0.2 -0.1
0.0 0.0 0.0
0.1 0.0 0.0
0.0 0.0 0.0
0.0 0.0 0.0
0.0 0.0 0.0
0.0 0.0 0.0
0.0 0.0 0.0
0.0 0.0 0.0
0.0 0.0 0.0
0.0 0.0 0.0
0.0 0.0 0.0
0.0 0.0 0.0
0.0 0.0 0.0
0.0 0.0 0.0
0.0 0.0 0.0
0.0 0.0 0.0
0.0 0.0 0.0
0.0 0.0 0.0
-0.1 0.0 -0.1
0.0 0.0 0.0
0.2 0.0 0.0
-0.2 -0.2 0.0
0.0 0.0 0.1
0.0 0.0 0.0
0.0 0.0 0.0
0.0 0.0 0.0
-0.1 0.1 0.0
0.1 -0.1 0.0
0.0 0.0 -0.3
-0.1 0.0 0.1
0.0 0.0 -0.1
0.0 0.0 0.1
0.0 0.0 0.0
-0.1 0.0 0.0
0.0 0.0 0.0
0.0 0.0 0.0
-0.1 0.1 0.0
0.0 0.0 0.0
0.0 0.0 0.0
0.0 0.0 0.0
0.0 0.0 0.0
0.0 0.0 0.0
0.0 0.0 0.0
0.0 0.0 0.0
0.0 0.0 0.0
0.0 0.0 0.0
0.0 0.0 0.0
0.0 0.0 0.0
0.0 0.0 0.0
0.0 0.0 0.0
0.0 0.0 0.0
0.0 0.0 0.0
0.0 0.0 0.0
0.0 0.0 0.0
0.0 0.0 0.0
0.0 0.0 0.0
0.0 0.0 0.0
0.0 0.0 0.0
0.0 0.0 0.0
0.0 0.0 0.0
0.0 0.0 0.0
0.0 0.0 0.0
0.0 0.0 0.0
0.0 0.0 0.0
0.0 0.0 0.0
0.0 0.0 0.0
0.0 0.0 0.0
0.0 0.0 0.0
0.0 0.0 0.0
-0.1 0.1 -0.1
0.0 0.0 0.0
0.0 0.0 0.0
0.0 0.0 0.0
0.0 0.0 0.0
-0.2 0.0 0.1
0.1 -0.1 -0.1
0.1 0.2 0.0
-0.1 0.0 0.1
-0.1 -0.1 0.0
0.0 0.1 0.0
0.0 0.0 0.0
0.1 0.0 0.0
-0.1 0.0 0.0
0.0 0.0 0.0
0.0 0.0 0.0
0.0 0.0 -0.1
0.0 0.0 0.0
0.0 0.0 0.0
0.0 0.0 0.0
0.0 0.0 0.0
0.0 -0.1 0.1
0.0 0.0 0.0
0.0 0.0 0.0
0.0 0.0 0.0
0.0 0.0 0.0
0.0 0.0 0.1
-0.1 0.0 0.0
0.0 0.0 0.0
0.0 0.0 0.0
0.0 0.0 0.0
0.0 0.0 0.1
0.0 0.1 -0.1
-0.2 0.1 0.0
0.0 0.0 0.0
-0.1 0.0 0.0
0.0 0.0 -0.1
0.0 0.0 0.0
0.0 0.0 0.0
0.0 0.0 0.0
0.0 0.0 0.0

***

(2)
Computed, not measured: C43H38N7RuSe3 as an isolated structure, with the ωB97M-V functional and the def2-TZVPD basis.

Computed properties:
orbital gap (spin up / spin down): 6.037 / 6.179 eV
E_tot: -9343.813291 Ha
HOMO level (spin up / spin down): -6.704 / -7.193 eV
multiplicity: 2
expectation value of S²: 0.76
molar mass: 990.776 g/mol
net charge: 0

Last column: Löwdin spin population.
Element x y z (Å)
Ru  -0.701617  0.802543  0.478195  0.03
Se  -2.182191  3.430632  -1.539103  0.50
Se  -0.735486  3.399209  1.027102  0.32
C  0.694199  3.285596  -0.210670  0.02
C  1.607487  4.301150  -0.452140  0.00
C  2.608537  4.083187  -1.384909  0.00
C  2.683503  2.848296  -2.009812  0.01
C  1.742629  1.882549  -1.691303  0.00
N  0.742782  2.099828  -0.838002  0.00
C  -3.286814  2.133104  -0.744636  0.03
C  -4.668864  2.269481  -0.904969  0.02
C  -5.535710  1.353857  -0.347764  0.00
C  -4.995642  0.311800  0.390574  0.01
C  -3.625586  0.239271  0.508409  0.00
N  -2.759697  1.102343  -0.045282  0.01
H  1.515760  5.237093  0.080452  0.00
H  3.325226  4.862733  -1.612122  0.00
H  3.450684  2.623917  -2.737604  0.00
H  1.791885  0.899103  -2.135717  0.00
H  -5.034022  3.118550  -1.464192  0.00
H  -6.605688  1.459735  -0.472419  0.00
H  -5.605453  -0.448243  0.858196  0.00
H  -3.176559  -0.563867  1.065985  0.00
N  -1.996886  -0.310991  7.693861  0.00
C  -1.877929  -0.212625  6.555856  0.00
C  -1.720015  -0.087765  5.133442  0.00
C  -0.872383  -0.938973  4.438742  0.00
C  -0.731282  -0.771604  3.073760  0.00
N  -1.364464  0.186775  2.385466  0.00
C  -2.204835  0.986277  3.063425  0.00
C  -2.409841  0.889986  4.423652  0.00
H  -0.324732  -1.719282  4.947245  0.00
H  -0.079726  -1.414204  2.505070  0.00
H  -2.732121  1.725410  2.476798  0.00
H  -3.089893  1.567227  4.919245  0.00
C  -2.045862  -0.529184  -2.514495  0.00
C  -0.806173  -1.279534  -2.030153  0.00
C  -0.887601  -2.724033  -2.578241  0.00
C  -0.668738  -1.162277  -0.466056  0.00
C  0.456425  -0.733308  -2.705675  0.00
C  1.696331  -1.316536  -2.435400  0.00
C  2.845842  -0.928496  -3.105279  0.00
C  2.783960  0.058574  -4.080915  0.00
C  1.559812  0.635173  -4.377668  0.00
C  0.411245  0.242443  -3.699782  0.00
H  -2.919161  -0.846624  -1.948073  0.00
H  -2.239827  -0.731323  -3.571005  0.00
H  -1.939517  0.547285  -2.378675  0.00
H  -1.804327  -3.229326  -2.286660  0.00
H  -0.056777  -3.336413  -2.226794  0.00
H  -0.845839  -2.687457  -3.669844  0.00
H  0.322985  -1.575977  -0.230331  0.00
H  1.762203  -2.124630  -1.714927  0.00
H  3.787545  -1.408572  -2.877923  0.00
H  3.678542  0.362025  -4.610204  0.00
H  1.491206  1.402055  -5.139299  0.00
H  -0.522756  0.727040  -3.942769  0.00
C  2.505157  0.843488  3.412443  0.00
C  1.441454  1.137773  2.580069  0.01
N  1.271719  0.570801  1.376145  0.00
C  2.255909  -0.223458  0.937021  0.00
C  3.366536  -0.573330  1.700067  0.00
C  3.461116  -0.061196  2.989754  0.00
C  4.385212  -1.501810  1.154468  0.00
C  5.331674  -1.229381  0.258095  0.00
C  5.688120  0.073194  -0.338962  0.00
C  5.371846  1.309139  0.217284  0.00
C  5.847835  2.432436  -0.433639  0.00
N  6.560131  2.369098  -1.554215  0.00
C  6.801700  1.143621  -2.007961  0.00
N  6.420222  -0.000038  -1.457884  0.00
H  2.566074  1.316695  4.382589  0.00
H  0.664843  1.825921  2.889018  0.01
H  2.168856  -0.584330  -0.079022  0.00
H  4.295361  -0.330938  3.625432  0.00
H  4.334404  -2.517815  1.534520  0.00
H  5.968958  -2.037727  -0.081256  0.00
H  4.792550  1.402304  1.121562  0.00
H  5.647721  3.423468  -0.041034  0.00
H  7.377060  1.069881  -2.924125  0.00
Se  -1.491242  -2.776086  0.473920  0.00
C  -3.403329  -3.014955  0.401363  0.00
C  -4.021716  -3.224942  1.635781  0.00
C  -5.372852  -3.529496  1.714723  0.00
C  -6.136489  -3.621313  0.558735  0.00
C  -5.529738  -3.413409  -0.670652  0.00
C  -4.175094  -3.118529  -0.752224  0.00
H  -3.433379  -3.145607  2.542368  0.00
H  -5.828142  -3.693339  2.683477  0.00
H  -7.191733  -3.854440  0.616489  0.00
H  -6.110636  -3.483549  -1.581969  0.00
H  -3.734848  -2.975118  -1.727071  0.00

Force components x, y, z for each atom (eV/Å):
0.4 0.4 0.2
0.0 0.0 0.0
0.1 -0.2 0.0
0.0 0.0 0.0
0.0 0.0 0.0
0.0 -0.1 0.0
0.0 0.1 0.1
0.1 -0.1 0.1
-0.3 -0.2 0.1
0.0 0.0 0.0
-0.1 0.0 0.0
0.1 0.1 0.0
0.0 -0.1 0.0
-0.1 -0.2 0.0
0.0 0.2 -0.1
0.0 0.0 0.0
0.0 0.0 0.0
0.0 0.0 0.0
0.1 0.6 0.5
0.0 0.0 0.0
0.0 0.0 0.0
0.0 0.0 0.0
0.0 -0.1 0.0
0.0 0.0 0.0
0.0 0.0 0.1
0.0 0.0 -0.1
0.0 0.0 0.0
0.0 0.0 0.0
0.0 0.2 -0.3
-0.1 -0.1 0.0
0.0 0.0 0.0
0.0 0.0 0.0
0.0 0.0 0.0
0.1 0.1 0.0
0.0 0.0 0.0
0.0 0.0 0.0
0.0 0.0 0.0
0.0 0.0 0.1
0.1 0.0 -0.1
-0.2 -0.1 -0.2
0.0 -0.2 -0.1
0.0 0.0 -0.1
0.0 -0.1 -0.1
-0.1 -0.2 -0.2
-0.1 -0.2 -0.2
-0.1 -0.1 0.0
0.0 0.0 0.0
0.0 0.0 0.0
0.0 0.0 0.0
0.0 0.0 0.0
0.0 0.0 0.0
0.1 0.0 0.0
0.0 0.0 0.0
0.1 0.0 0.0
0.0 0.0 0.0
0.0 0.0 0.0
0.0 0.0 0.0
0.0 0.0 0.0
-0.1 0.0 0.0
-0.1 -0.1 0.2
0.1 0.1 -0.1
-0.1 0.1 0.0
0.0 0.0 -0.1
0.0 -0.1 0.0
0.0 0.0 0.1
-0.1 0.1 0.0
0.0 0.0 -0.1
-0.1 0.0 0.0
0.0 0.0 0.0
0.0 0.0 0.0
0.0 -0.1 0.0
0.0 0.0 0.0
0.0 0.0 0.0
-0.1 -0.1 0.0
0.0 0.0 0.0
0.0 0.0 -0.1
0.0 0.0 0.0
0.0 0.0 0.0
0.0 0.0 0.0
0.0 0.0 0.0
0.1 0.0 0.0
0.0 0.2 0.1
0.0 0.0 0.0
0.0 0.0 0.0
0.0 0.0 0.0
0.0 0.0 0.0
0.0 0.0 0.0
0.0 0.0 0.0
0.0 0.0 0.0
0.0 0.0 0.0
0.0 0.0 0.0
0.1 0.0 0.0

***

(3)
Computed, not measured: C5H9NO as an isolated structure, with the ωB97M-V functional and the def2-TZVPD basis.

Computed properties:
orbital gap: 10.280 eV
E_tot: -325.667763 Ha
HOMO level: -9.414 eV
molar mass: 99.133 g/mol
net charge: 0

Last column: Mulliken charge in e.
Element x y z (Å)
C  2.011272  -1.140322  -0.020628  -0.91
C  0.538968  -0.543373  0.182674  -0.27
C  -0.163995  0.613094  -0.433698  0.58
C  -0.712203  1.765531  0.285567  -1.19
C  -1.778427  -0.941569  -0.367861  0.25
H  2.553833  -1.091926  1.147170  0.24
H  2.518748  -0.235391  -0.982107  0.24
H  1.696241  -2.319214  -0.217829  0.23
H  0.060579  -1.010878  1.184833  0.24
H  0.628610  1.372459  -1.103429  0.18
H  -0.044267  2.537020  0.691557  0.40
H  -0.857018  1.437763  1.517710  0.22
H  -1.541370  2.119183  -0.486585  0.27
H  -2.468392  -0.134384  -0.896475  0.25
N  -0.478452  -0.660153  -0.893669  -0.35
O  -1.964130  -1.767835  0.392775  -0.40

Force components x, y, z for each atom (eV/Å):
-1.3 1.4 0.6
0.0 -2.4 2.1
7.8 4.6 -1.1
-3.4 -0.6 3.4
1.0 4.5 -5.0
-1.3 0.1 -3.9
-1.1 -3.7 3.0
1.8 3.1 -0.2
1.1 1.5 -2.1
-1.7 -3.0 0.5
0.5 0.0 -1.8
-1.6 0.4 -3.2
1.0 0.2 2.7
0.3 -1.8 1.2
-1.2 -0.5 0.2
-2.1 -3.8 3.6